Formula: C28H82Cl3O36P9
Source: the Open Molecules 2025 dataset
Level of theory: the ωB97M-V functional and the def2-TZVPD basis

Values from the calculation:
Total energy ... -8278.10028 a.u.
Largest force on an atom ... 4.89 eV Å⁻¹
SMILES ... COP(=O)(OC)OC.COP(=O)(OC)OC.COP(=O)(OC)OC.COP(=O)(OC)OC.COP(=O)(OC)OC.COP(=O)(OC)OC.COP(=O)(OC)OC.COP(=O)(OC)OC.COP(=O)(OC)OC.ClC(Cl)Cl
Energy relative to the best compared isomer or geometry (same formula, charge and spin) ... 5.1484 eV

Last column: Mulliken charge in e.
Geometry (Å):
1 H -4.30 14.55 12.24  0.26
2 H 8.93 12.30 3.27  0.27
3 C -3.84 8.88 15.25  -0.68
4 O 8.16 4.20 11.85  -0.66
5 H -6.12 9.75 9.33  0.30
6 O -1.40 7.23 12.75  -0.22
7 O 10.21 16.39 3.34  -0.36
8 H -11.25 2.59 3.27  0.33
9 C 7.40 1.28 11.32  -0.68
10 H -3.32 8.45 16.10  0.30
11 H -8.66 3.78 9.39  0.25
12 H 6.42 -1.25 -5.84  0.28
13 H -8.54 2.43 8.30  0.33
14 O 7.37 11.10 9.16  -0.68
15 H -5.57 13.45 12.51  0.26
16 H 6.89 0.61 10.63  0.25
17 H -1.08 6.52 10.82  0.28
18 O 11.11 15.47 1.13  -0.31
19 O -0.42 7.94 3.47  -0.33
20 O 9.56 0.89 -4.60  -0.33
21 P 8.09 1.60 -4.64  1.04
22 C 11.03 14.84 -0.15  -0.68
23 O -13.13 4.99 3.67  -0.71
24 H 1.30 8.07 1.24  0.34
25 O 1.31 7.30 5.34  -0.65
26 P -2.47 7.09 13.90  0.89
27 H 10.99 5.43 9.05  0.28
28 H -8.72 4.94 2.62  0.27
29 O 7.08 0.34 -4.60  -0.30
30 H -5.61 0.61 10.40  0.25
31 C -3.84 12.02 7.06  -0.67
32 H 7.97 13.65 8.28  0.31
33 H 9.86 11.89 11.60  0.25
34 H -3.59 12.81 6.35  0.24
35 H -10.50 2.41 1.68  0.27
36 H 6.66 1.89 11.83  0.33
37 O -4.48 12.65 8.16  -0.35
38 O -4.62 3.12 7.67  -0.70
39 H -5.62 2.37 10.29  0.37
40 H -6.21 10.31 11.02  0.24
41 H -2.73 6.96 11.10  0.32
42 O 9.80 3.95 9.75  -0.32
43 H 9.28 12.64 1.65  0.28
44 P 6.86 12.08 10.19  1.06
45 H -4.82 8.40 15.24  0.30
46 H 7.91 -1.49 -4.97  0.24
47 H 9.67 6.10 9.97  0.25
48 O -12.03 3.80 1.67  -0.28
49 O 7.29 3.90 9.41  -0.25
50 H -4.03 9.95 15.33  0.22
51 C -8.37 3.50 8.38  -0.64
52 C -4.61 13.53 12.01  -0.64
53 H -1.01 5.93 3.81  0.34
54 P -6.01 2.63 7.68  0.98
55 O -10.63 5.35 3.24  -0.27
56 H -5.20 1.31 5.01  0.27
57 C -6.08 1.03 5.57  -0.65
58 C -9.54 5.59 2.33  -0.68
59 C 1.72 7.07 1.33  -0.68
60 H 5.90 2.10 -2.96  0.32
61 H 8.74 11.65 12.99  0.27
62 O 8.58 15.30 1.61  -0.69
63 H -0.07 8.26 14.67  0.32
64 H 6.74 2.82 -1.66  0.25
65 O 6.33 13.49 9.62  -0.32
66 P 9.93 15.25 2.22  1.08
67 H 6.52 3.83 -3.11  0.24
68 H -6.77 0.53 4.89  0.24
69 H 10.29 14.06 -0.32  0.28
70 H 6.38 13.79 7.59  0.27
71 C 3.21 9.18 3.86  -0.75
72 P 8.40 3.60 10.54  1.03
73 O -3.57 6.07 13.69  -0.70
74 H -14.32 5.72 1.20  0.34
75 O 8.37 1.95 10.62  -0.36
76 H -7.17 1.45 10.48  0.24
77 H 10.51 11.86 2.65  0.28
78 C 11.53 16.36 3.97  -0.65
79 H 7.95 0.76 12.10  0.25
80 Cl 3.45 1.12 2.79  -0.13
81 H -1.54 8.17 10.87  0.30
82 C 7.31 -0.73 -5.50  -0.68
83 H 12.30 15.83 3.40  0.31
84 C 6.47 5.05 9.47  -0.69
85 H -5.76 0.28 6.30  0.27
86 C -1.41 6.85 3.39  -0.63
87 H 4.84 10.14 9.60  0.31
88 H 11.53 15.99 4.99  0.27
89 C 2.89 1.74 4.33  0.16
90 H 9.31 0.35 -2.51  0.31
91 H 3.90 11.65 9.55  0.29
92 H 1.12 6.39 0.72  0.28
93 H 11.00 0.51 -3.20  0.25
94 P -12.10 5.08 2.61  1.02
95 H -2.29 7.24 3.90  0.24
96 H 3.85 9.11 2.98  0.26
97 H -4.62 11.46 6.54  0.25
98 H 2.74 7.00 0.94  0.27
99 H 11.00 5.41 10.79  0.27
100 C 10.36 5.26 9.92  -0.60
101 H 6.34 5.40 8.44  0.26
102 H -0.47 8.08 16.34  0.30
103 O 1.85 9.01 3.54  -0.32
104 H 3.74 10.46 10.80  0.28
105 H 8.70 10.61 11.55  0.30
106 O -3.09 8.55 14.14  -0.10
107 C 4.48 10.98 10.19  -0.71
108 C 9.97 0.19 -3.37  -0.63
109 O 10.34 13.86 2.90  -0.26
110 O -2.51 12.57 9.95  -0.66
111 O 7.90 12.55 11.33  -0.32
112 H 3.13 2.80 4.36  0.21
113 H 10.95 15.53 -0.98  0.27
114 O 5.52 11.59 10.95  -0.28
115 O 1.78 6.69 2.74  -0.28
116 H 11.91 17.38 4.00  0.28
117 C 6.70 2.81 -2.75  -0.64
118 O -6.55 2.16 6.19  -0.19
119 H -6.47 11.38 9.57  0.33
120 O -4.85 13.35 10.66  -0.37
121 O -7.06 3.84 8.04  -0.30
122 H 5.45 4.79 9.75  0.28
123 H -3.96 12.76 12.42  0.29
124 C -6.18 1.46 10.04  -0.69
125 C -11.43 2.62 2.20  -0.72
126 H 3.57 8.49 4.63  0.35
127 P 1.13 7.63 3.90  1.07
128 C -5.89 10.57 10.01  -0.71
129 H 0.53 6.91 15.50  0.29
130 H -3.00 11.39 7.35  0.36
131 P -3.95 12.37 9.66  0.98
132 O 7.95 2.32 -3.18  -0.27
133 O 7.83 2.48 -5.81  -0.69
134 H -9.78 5.47 1.27  0.32
135 H 11.96 14.29 -0.26  0.30
136 O -1.55 6.78 15.22  -0.35
137 H 6.83 5.89 10.07  0.33
138 H -9.05 6.56 2.42  0.29
139 C -1.71 7.22 11.38  -0.76
140 H 10.07 -0.87 -3.57  0.28
141 H -8.99 4.13 7.74  0.25
142 O -6.31 1.37 8.63  -0.30
143 H 3.34 10.14 4.36  0.27
144 H 7.90 -0.47 -6.38  0.33
145 H -13.85 7.45 1.02  0.25
146 C 6.97 14.03 8.48  -0.70
147 H -12.07 1.75 2.05  0.30
148 C 9.75 12.64 2.63  -0.66
149 C 8.85 11.62 11.91  -0.63
150 H -1.73 6.71 2.35  0.25
151 O -4.50 10.91 10.02  -0.11
152 H -13.28 6.27 -0.16  0.26
153 Cl 3.71 0.97 5.68  -0.12
154 C -13.53 6.41 0.89  -0.70
155 Cl 1.15 1.59 4.39  -0.12
156 H 7.08 15.11 8.43  0.28
157 C -0.37 7.52 15.41  -0.71
158 O -12.31 6.32 1.61  -0.30